Record 1
The following is a DFT calculation (ωB97M-V with the def2-TZVPD basis set) of an isolated ion of composition C3H4N3S and charge +1 in a non-equilibrium geometry.

The geometry in XYZ format:
```
11
Properties=species:S:1:pos:R:3:forces:R:3
C -0.8459 -0.3458 0.3734 -1.3 -2.0 2.2
C -0.1387 0.2477 -0.7521 0.6 2.0 -0.7
C 0.9206 -0.0286 1.7053 2.2 2.4 1.1
N -0.4918 -0.5849 -1.5796 -1.2 -1.1 0.3
N -0.1775 -0.7728 1.4414 0.5 -0.3 -0.9
N 0.6903 1.3311 -0.6567 0.1 0.4 1.1
S 1.4913 1.3152 0.9050 -1.1 -2.7 1.0
H -1.8791 -0.7082 0.3789 0.1 0.8 -0.8
H -0.3833 -0.7115 -2.5361 0.7 -0.1 -2.0
H -0.4291 -1.5923 2.0685 0.1 1.5 -1.0
H 1.2432 1.8500 -1.3481 -0.8 -0.9 -0.3
```
Forces are in eV/Å.

Output
LUMO (spin up / spin down): -0.223 / -0.223 Ha
total charge: +1
2S+1: 1
HOMO energy (spin up / spin down): -13.79 / -13.79 eV
relative energy (zero: lowest compared OMol25 entry of this formula, charge and spin): 57.3 kcal/mol
frontier orbital gap (spin up / spin down): 7.729 / 7.730 eV

Löwdin atomic charge list, values in e, 8 entries: C 0.0532; C -0.4864; C -0.3578; N 0.2687; N 0.0143; N -0.1761; S 1.0734; H 0.1700

Record 2
The following is a DFT calculation (ωB97M-V with the def2-TZVPD basis set) of C3H4N4 as an isolated structure in a non-equilibrium geometry.

The geometry in XYZ format:
```
11
Properties=species:S:1:pos:R:3:forces:R:3
C -1.0749 -0.2253 0.0837 2.7 -0.5 -2.2
C 1.1029 -0.1003 -0.1444 4.8 -2.8 2.6
C -0.4640 1.2178 -0.0378 -5.5 -0.6 1.5
H -2.6519 0.1869 0.1226 -1.8 -0.8 -1.0
H 0.1272 -1.9166 0.2146 0.5 -1.8 0.1
H 3.1382 -0.1611 0.0031 -1.9 -0.2 -0.5
H -1.0299 2.1171 -0.0181 -0.8 0.6 0.0
N -2.2056 -0.7036 -0.1892 -1.4 2.1 2.0
N 0.0833 -0.9616 0.0640 -2.8 2.9 -0.6
N 2.2290 -0.6994 -0.0860 2.1 1.3 -0.4
N 0.7456 1.2462 -0.0125 4.1 -0.1 -1.4
```
Forces are in eV/Å.

Output
LUMO: -0.015 Ha
2S+1: 1
HOMO energy: -9.38 eV
relative energy (zero: lowest compared OMol25 entry of this formula, charge and spin): 62.1 kcal/mol
frontier orbital gap: 8.980 eV

Löwdin atomic charge list, values in e, 8 entries: C -0.3959; C -0.5069; C -0.0592; H 0.0583; H 0.1348; H 0.0770; H 0.1102; N 0.1493

Record 3
The following is a DFT calculation (ωB97M-V with the def2-TZVPD basis set) of one molecule with the formula C3H4N4 in a non-equilibrium geometry.

The geometry in XYZ format:
```
11
Properties=species:S:1:pos:R:3:forces:R:3
C 0.6390 -0.3579 -0.0781 1.1 1.3 3.0
C -1.5978 -0.5246 -0.0026 -0.4 3.7 1.8
C -0.1399 1.0159 0.1097 0.7 3.3 -1.3
H 2.5287 -0.0733 0.2800 0.7 1.4 0.2
H -0.3915 -2.2374 -0.2406 0.1 2.1 0.2
H -2.5003 -1.0294 -0.0775 -1.5 -1.0 -0.1
H 1.3378 2.1476 -0.3130 -0.7 0.1 0.0
N 1.8260 -0.7612 0.2467 -2.8 -0.8 -1.7
N -0.4425 -1.1839 -0.1279 0.4 -3.8 -1.3
N -1.5778 0.7715 0.3323 2.7 -2.7 -1.9
N 0.3184 2.2327 -0.1291 -0.4 -3.5 1.1
```
Forces are in eV/Å.

Output
LUMO: -0.015 Ha
2S+1: 1
HOMO energy: -9.32 eV
relative energy (zero: lowest compared OMol25 entry of this formula, charge and spin): 50.7 kcal/mol
frontier orbital gap: 8.918 eV
SMILES string: [H]/N=C1/N=CN/C1=N/[H]

Löwdin atomic charge list, values in e, 8 entries: C -0.3302; C -0.1805; C -0.3108; H 0.0216; H 0.1937; H 0.1060; H 0.0448; N 0.1542

Record 4
The following is a DFT calculation (ωB97M-V with the def2-TZVPD basis set) of C3H4N4 as an isolated structure.

The geometry in XYZ format:
```
11
Properties=species:S:1:pos:R:3:forces:R:3
N 1.7836 -0.5403 -0.3738 -0.1 -0.1 0.0
C 0.5333 -0.0752 -0.2869 0.2 0.2 -0.2
C -0.1028 1.0941 0.3346 0.1 0.2 0.2
N -1.2526 0.9274 0.9953 0.1 -0.1 -0.2
C -1.7155 -0.2309 0.5698 0.0 -0.1 0.0
N -1.1230 -0.8040 -0.4961 -0.5 0.0 0.1
N -0.3280 0.1192 -1.2960 0.3 -0.1 0.0
H 2.3017 -0.7616 0.4628 -0.1 0.1 -0.1
H 2.0364 -1.0292 -1.2228 0.0 0.1 0.1
H 0.4110 2.0484 0.2701 -0.1 -0.1 0.0
H -2.5440 -0.7480 1.0430 0.2 0.0 0.0
```
Forces are in eV/Å.

Output
LUMO: 0.019 Ha
2S+1: 1
HOMO energy: -8.67 eV
relative energy (zero: lowest compared OMol25 entry of this formula, charge and spin): 111.7 kcal/mol
frontier orbital gap: 9.183 eV

Löwdin atomic charge list, values in e, 8 entries: N 0.1911; C -0.4962; C -0.1013; N 0.0495; C -0.2515; N 0.0447; N 0.1042; H 0.1112

Record 5
The following is a DFT calculation (ωB97M-V with the def2-TZVPD basis set) of one molecule with the formula C3H4N4 in a non-equilibrium geometry.

The geometry in XYZ format:
```
11
Properties=species:S:1:pos:R:3:forces:R:3
N -1.1538 -0.8410 -1.8940 0.0 0.1 0.0
C -0.4719 -0.9669 -0.7264 0.1 0.1 0.0
C 0.2083 2.8273 1.1642 0.5 -0.9 0.3
N 0.7338 1.8037 1.4189 -0.5 0.9 -0.3
C 1.2314 0.5248 1.6122 0.1 -0.3 0.0
N 1.0459 -0.4390 0.8035 0.0 0.3 0.3
N 0.3933 -0.0939 -0.3651 -0.3 -0.3 -0.1
H -2.0026 -1.3629 -2.0298 0.1 0.0 0.0
H -1.0727 0.0398 -2.3808 0.0 -0.1 0.1
H -0.7018 -1.8525 -0.1299 0.1 0.1 -0.1
H 1.7901 0.3606 2.5272 -0.1 0.0 -0.1
```
Forces are in eV/Å.

Output
LUMO: 0.020 Ha
2S+1: 1
HOMO energy: -9.06 eV
relative energy (zero: lowest compared OMol25 entry of this formula, charge and spin): 72.2 kcal/mol
frontier orbital gap: 9.595 eV

Löwdin atomic charge list, values in e, 8 entries: N 0.0891; C -0.2732; C 0.0394; N -0.0423; C -0.2342; N 0.0064; N -0.0129; H 0.0899

Record 6
The following is a DFT calculation (ωB97M-V with the def2-TZVPD basis set) of one molecule with the formula C3H4N4 in a non-equilibrium geometry.

The geometry in XYZ format:
```
11
Properties=species:S:1:pos:R:3:forces:R:3
C -2.2126 -0.1168 -0.4769 -2.1 0.5 0.6
C 1.2475 -0.5452 -0.2862 0.0 1.6 1.5
C 1.9559 0.2817 0.5615 0.7 -1.0 -0.5
H -3.1320 -0.3582 -1.0998 1.4 0.1 0.9
H -2.3093 0.5049 0.4466 -0.1 -0.3 -1.0
H 1.5359 -1.2843 -0.9538 0.3 -1.1 -1.0
H 3.0280 0.2856 0.7428 -0.4 0.1 0.0
N -1.0998 -0.5825 -0.8153 0.2 -0.4 -1.0
N -0.0289 -0.1544 -0.0889 0.8 0.3 0.2
N 1.0946 1.1078 1.1926 0.8 0.3 0.2
N -0.0791 0.8614 0.7773 -1.6 0.1 0.2
```
Forces are in eV/Å.

Output
LUMO: 0.015 Ha
2S+1: 1
HOMO energy: -9.87 eV
relative energy (zero: lowest compared OMol25 entry of this formula, charge and spin): 76.0 kcal/mol
frontier orbital gap: 10.286 eV
SMILES string: C=Nn1ccnn1

Löwdin atomic charge list, values in e, 8 entries: C -0.0311; C -0.0363; C -0.1453; H 0.0950; H 0.0810; H 0.0939; H 0.0962; N 0.0310

Record 7
The following is a DFT calculation (ωB97M-V with the def2-TZVPD basis set) of one molecule with the formula C3H4N4O in a non-equilibrium geometry.

The geometry in XYZ format:
```
12
Properties=species:S:1:pos:R:3:forces:R:3
C -0.4861 0.6608 0.0190 -1.6 1.5 1.9
C 0.2441 -0.4992 0.2490 1.7 -0.5 -1.3
C 1.6976 -0.7901 -0.0838 2.9 3.7 1.6
H -1.2737 2.3521 -0.4602 3.4 -0.1 3.2
H 0.5628 2.4310 -0.3486 -2.8 -1.0 2.5
H -0.7746 -2.5216 0.7219 0.6 3.9 -2.6
H 2.2626 -1.7350 -0.2832 -1.8 -0.2 0.0
N -0.3381 2.0877 0.3171 -0.1 0.0 -7.0
N -1.8359 0.3279 -0.1453 2.3 -1.9 -0.5
N -1.8855 -0.9883 -0.1098 -1.8 0.9 0.8
N -0.7155 -1.4803 0.1520 -0.2 -4.2 1.8
O 2.5422 0.1549 -0.0282 -2.8 -2.1 -0.4
```
Forces are in eV/Å.

Output
LUMO: -0.010 Ha
2S+1: 1
HOMO energy: -9.56 eV
relative energy (zero: lowest compared OMol25 entry of this formula, charge and spin): 101.2 kcal/mol
frontier orbital gap: 9.272 eV
SMILES string: Nc1nn[nH]c1C=O

Löwdin atomic charge list, values in e, 8 entries: C -0.3689; C -0.1762; C -0.1442; H 0.1776; H 0.1462; H 0.2672; H 0.1260; N 0.0329

Record 8
The following is a DFT calculation (ωB97M-V with the def2-TZVPD basis set) of one molecule with the formula C3H4N4O in a non-equilibrium geometry.

The geometry in XYZ format:
```
12
Properties=species:S:1:pos:R:3:forces:R:3
C 1.2732 0.6946 1.1666 2.2 3.1 -0.8
C -0.3957 0.0372 -0.6044 0.9 -6.1 -1.4
C -1.8856 -1.3547 -1.4010 4.1 -0.6 -0.4
H 2.3290 1.8206 2.2838 0.4 -0.3 0.7
H 2.2089 0.0039 0.8461 -2.8 1.2 0.7
H -0.6135 1.4909 0.8376 2.5 -1.6 -1.6
H -2.5369 -2.2363 -1.6973 0.1 2.2 0.6
N 1.3886 1.7552 1.9384 0.0 -2.5 -1.1
N 0.1542 0.8618 0.3354 -2.9 1.2 1.4
N -1.7494 -0.2466 -0.7148 -0.9 -1.3 -0.8
N 0.3248 -1.0026 -1.2145 0.8 4.5 1.9
O -0.4976 -1.8240 -1.7760 -4.4 0.2 0.6
```
Forces are in eV/Å.

Output
LUMO: 0.017 Ha
2S+1: 1
HOMO energy: -8.72 eV
relative energy (zero: lowest compared OMol25 entry of this formula, charge and spin): 91.2 kcal/mol
frontier orbital gap: 9.190 eV
SMILES string: [H]/N=C/Nc1ncon1

Löwdin atomic charge list, values in e, 8 entries: C -0.2480; C -0.3555; C -0.0479; H 0.0160; H 0.1686; H 0.2008; H 0.1496; N 0.0419

Record 9
The following is a DFT calculation (ωB97M-V with the def2-TZVPD basis set) of one molecule with the formula C3H4N4O in a non-equilibrium geometry.

The geometry in XYZ format:
```
12
Properties=species:S:1:pos:R:3:forces:R:3
C -1.0615 -1.6234 -1.0918 0.6 0.3 1.1
C -0.4818 -0.5531 -0.2427 -2.3 0.6 0.6
C 0.4991 1.1982 1.4115 -3.2 0.1 1.6
H -1.7490 -2.1848 -0.3979 -0.1 -0.3 -1.4
H 0.8781 1.9545 2.0738 0.6 0.1 0.1
H 1.7337 1.6793 -0.0904 -0.7 -1.1 0.9
H 1.0417 -0.2740 -1.5321 -0.7 1.1 1.8
N -1.1417 -0.3226 0.8433 1.6 -0.2 0.5
N -0.6436 0.7096 1.7608 0.0 -0.5 -1.1
N 1.1754 0.8985 0.3288 3.0 0.3 -4.9
N 0.4351 0.2734 -0.8333 1.8 0.2 0.6
O -0.6856 -1.7558 -2.2300 -0.6 -0.6 0.3
```
Forces are in eV/Å.

Output
LUMO: -0.013 Ha
2S+1: 1
HOMO energy: -8.59 eV
relative energy (zero: lowest compared OMol25 entry of this formula, charge and spin): 89.6 kcal/mol
frontier orbital gap: 8.231 eV
SMILES string: O=CC1=NN=CNN1

Löwdin atomic charge list, values in e, 8 entries: C -0.2000; C -0.3953; C -0.2768; H 0.1329; H 0.1190; H 0.1577; H 0.1671; N 0.0871

Record 10
The following is a DFT calculation (ωB97M-V with the def2-TZVPD basis set) of C3H4N4O as an isolated structure in a non-equilibrium geometry.

The geometry in XYZ format:
```
12
Properties=species:S:1:pos:R:3:forces:R:3
C -0.3988 1.4820 -0.0088 3.7 -0.3 6.1
C 0.2856 -0.9886 0.1413 0.3 0.8 -3.3
C -1.1613 -1.3397 0.1301 -4.9 1.3 -2.8
H -1.0291 1.1829 0.9090 0.1 1.3 -2.0
H -0.7880 1.6180 -0.9513 -1.2 0.6 -1.6
H 0.4194 2.2530 0.4172 -2.4 -1.0 -1.5
H -1.4479 -2.4810 0.9039 0.3 3.9 -2.8
N 0.5055 0.3065 -0.0347 1.2 2.7 0.2
N 1.7908 0.5495 -0.2244 0.9 0.0 0.1
N 2.4398 -0.6034 -0.3233 -4.6 0.4 -0.6
N 1.4410 -1.5296 -0.2930 1.0 -3.0 2.4
O -2.0569 -0.4495 -0.6660 5.8 -6.8 5.9
```
Forces are in eV/Å.

Output
LUMO: -0.069 Ha
2S+1: 1
HOMO energy: -10.69 eV
relative energy (zero: lowest compared OMol25 entry of this formula, charge and spin): 160.0 kcal/mol
frontier orbital gap: 8.812 eV

Löwdin atomic charge list, values in e, 8 entries: C 0.0008; C -0.3324; C 0.0286; H 0.1189; H 0.0544; H 0.1370; H 0.2215; N -0.1815